{
  "formula": "C42H66FI2NO9S",
  "method": "ωB97M-V/def2-TZVPD",
  "symbols": ["C", "C", "C", "C", "C", "C", "C", "C", "O", "C", "C", "O", "C", "C", "C", "C", "I", "C", "C", "C", "C", "C", "O", "N", "C", "C", "C", "C", "C", "C", "C", "F", "C", "C", "C", "I", "C", "S", "H", "H", "H", "H", "H", "H", "H", "H", "H", "H", "H", "H", "H", "H", "H", "H", "H", "H", "H", "H", "H", "H", "H", "H", "H", "H", "H", "H", "H", "H", "H", "H", "H", "H", "H", "H", "H", "H", "C", "O", "C", "C", "O", "C", "C", "O", "C", "H", "H", "H", "H", "H", "H", "H", "H", "H", "H", "H", "H", "H", "H", "C", "O", "C", "C", "O", "C", "C", "O", "C", "H", "H", "H", "H", "H", "H", "H", "H", "H", "H", "H", "H", "H", "H"],
  "coordinates": [[-6.314784, 4.062954, 3.796508], [-5.618904, 5.193558, 2.982922], [-5.784008, 4.848360, 1.471901], [-4.658828, 5.415355, 0.566166], [-3.400284, 4.558545, 0.501139], [-3.419796, 3.306661, -0.113830], [-4.726704, 2.787173, -0.742372], [-4.568958, 2.906977, -2.280832], [-4.775595, 4.272609, -2.665351], [-4.675436, 4.529851, -4.004489], [-3.868996, 3.666331, -4.965175], [-5.226475, 5.525316, -4.429645], [-2.275880, 2.489515, -0.183658], [-2.304760, 1.078772, -0.805599], [-1.274635, 0.812747, -1.961091], [-0.387684, -0.409460, -1.577432], [-2.243715, 0.323969, -3.829570], [-1.098641, 3.011074, 0.351876], [-1.050761, 4.272070, 0.930988], [-2.198359, 5.052805, 1.033668], [-2.180375, 6.427079, 1.706950], [-1.782181, 7.457520, 0.632839], [-2.447842, 8.461036, 0.496217], [0.182805, 4.748925, 1.459821], [1.266863, 4.706100, 0.557554], [2.028289, 5.850878, 0.296050], [1.753488, 7.215456, 0.901635], [2.905622, 7.784503, 1.781581], [2.241194, 8.819075, 2.740804], [3.644625, 6.727132, 2.637912], [3.083833, 5.711846, -0.581776], [3.825673, 6.807077, -0.856858], [3.415631, 4.538894, -1.212104], [4.569924, 4.466755, -2.193020], [2.646648, 3.407212, -0.951224], [2.996761, 1.509697, -1.825930], [1.574424, 3.510900, -0.074176], [0.479366, 2.146292, 0.335847], [-5.866084, 3.113606, 3.470499], [-6.227497, 4.206514, 4.877925], [-7.367232, 4.054092, 3.474179], [-6.133221, 6.150820, 3.147339], [-4.553296, 5.239247, 3.248574], [-6.728874, 5.311948, 1.143835], [-5.884608, 3.761052, 1.384708], [-5.054105, 5.465383, -0.462273], [-4.485959, 6.453065, 0.865495], [-4.942265, 1.762556, -0.426248], [-5.569326, 3.441381, -0.510502], [-3.535219, 2.629690, -2.537435], [-5.206366, 2.183042, -2.815976], [-4.212811, 2.626404, -5.014174], [-2.807168, 3.627505, -4.674144], [-3.902554, 4.152940, -5.943268], [-3.303387, 0.818893, -1.164267], [-2.049201, 0.385812, 0.008876], [-0.637849, 1.685656, -2.123663], [-0.878284, -1.339050, -1.895780], [0.579669, -0.308830, -2.084984], [-0.194996, -0.473230, -0.501493], [-3.118939, 6.673623, 2.201668], [-1.403443, 6.478254, 2.492926], [-0.887675, 7.267146, -0.004178], [0.093829, 5.641454, 1.914954], [1.630905, 7.912887, 0.054362], [0.823183, 7.282549, 1.477934], [3.573903, 8.381565, 1.147539], [2.973489, 9.348684, 3.358614], [1.685003, 9.567106, 2.149063], [1.471439, 8.301456, 3.336645], [3.026149, 5.846898, 2.849817], [4.584500, 6.445853, 2.141265], [3.930939, 7.216620, 3.580245], [4.916342, 3.448018, -2.383993], [5.439741, 5.042224, -1.848549], [4.253828, 4.879303, -3.164817], [4.096909, -2.803075, -3.105887], [3.570260, -4.008645, -2.602601], [3.215133, -3.896111, -1.233201], [2.357125, -5.070372, -0.811096], [0.984856, -4.910617, -1.153032], [0.659138, -5.117804, -2.522221], [0.636988, -6.582260, -2.910042], [1.949299, -7.041689, -3.186053], [2.008947, -8.449416, -3.259882], [4.984739, -2.498253, -2.539956], [4.378839, -2.963435, -4.145082], [3.338978, -2.011642, -3.068939], [2.668820, -2.960443, -1.060743], [4.141827, -3.892231, -0.643024], [2.374732, -5.121159, 0.280359], [2.750441, -6.016590, -1.187692], [1.311126, -4.537118, -3.177290], [-0.354115, -4.725869, -2.637672], [0.032347, -6.710530, -3.818479], [0.197837, -7.171298, -2.094814], [1.746294, -8.897914, -2.294471], [3.031377, -8.730379, -3.506132], [1.339556, -8.828252, -4.041035], [4.987197, -10.558640, 2.478794], [3.586756, -10.431855, 2.580957], [3.174941, -10.162025, 3.911734], [1.730718, -9.704813, 3.935536], [1.575009, -8.323687, 3.633518], [1.705312, -7.970037, 2.261832], [0.492483, -8.337280, 1.432077], [0.550204, -9.702623, 1.046428], [-0.680825, -10.155386, 0.530646], [5.355463, -11.364744, 3.123513], [5.228659, -10.796731, 1.444207], [5.480077, -9.616093, 2.743489], [3.813260, -9.387912, 4.354174], [3.271844, -11.090183, 4.491758], [1.361861, -9.816708, 4.957632], [1.103108, -10.324004, 3.292021], [2.625021, -8.375480, 1.835470], [1.794888, -6.881208, 2.255479], [0.477823, -7.725987, 0.518467], [-0.419951, -8.149291, 2.010549], [-1.461611, -10.107899, 1.298330], [-0.556852, -11.193159, 0.225456], [-0.980941, -9.562850, -0.342046]],
  "forces_ev_per_a": [[0.2, 0.7, -0.8], [-0.5, -0.9, -0.4], [0.2, 0.7, 0.5], [-0.7, -0.6, -0.5], [0.2, 0.7, 0.4], [-0.9, -0.8, 0.1], [0.6, 1.0, -0.9], [0.9, -1.0, 0.4], [-0.1, -0.8, -0.7], [-0.7, 1.5, -0.8], [0.4, -0.1, 0.5], [0.5, -0.8, 0.7], [-0.1, 0.1, -0.4], [0.3, 0.5, -0.1], [0.3, -0.6, 1.4], [-0.1, 0.1, -0.7], [0.2, 0.1, 0.0], [0.9, 0.0, -0.1], [-0.1, 0.4, 0.5], [-0.6, 0.0, 0.4], [1.4, -0.5, -0.6], [-1.4, 0.8, 0.8], [0.7, -0.5, -0.3], [-0.1, -0.5, -0.6], [0.4, 0.7, 0.2], [-0.4, 0.4, 0.4], [0.8, 0.3, -0.5], [-0.9, 0.6, 1.0], [-0.4, -0.2, -0.9], [0.4, 0.8, -0.4], [-0.2, 0.1, 0.1], [0.0, 0.0, 0.0], [1.1, -1.3, -1.0], [0.2, 0.5, -0.2], [-0.6, 0.0, 0.3], [0.1, 0.5, 0.1], [-0.9, -0.8, 0.3], [0.0, 0.2, 0.0], [-0.1, 0.1, 0.4], [-0.1, -0.2, -0.2], [0.2, -0.1, 0.4], [0.5, -0.1, 0.3], [-0.3, 0.2, 0.0], [0.2, -0.4, 0.0], [0.1, 0.2, -0.1], [0.2, 0.1, 0.3], [0.2, -0.3, -0.2], [-0.1, 0.2, -0.2], [0.1, -0.4, 0.2], [-0.3, 0.1, 0.0], [-0.2, 0.6, 0.1], [0.0, 0.3, 0.0], [-0.3, 0.0, 0.2], [-0.3, -0.2, 0.2], [0.2, 0.1, 0.3], [-0.2, 0.0, -0.2], [-0.3, -0.1, -0.2], [0.2, 0.2, 0.2], [-0.3, -0.3, 0.1], [-0.1, 0.2, -0.2], [0.2, 0.2, -0.3], [-0.3, -0.1, -0.2], [-0.3, -0.2, 0.2], [0.1, -0.1, -0.1], [-0.1, -0.1, 0.3], [0.2, -0.3, -0.1], [0.1, -0.6, 0.1], [-0.2, -0.2, 0.0], [0.3, -0.1, 0.2], [0.4, 0.2, 0.2], [0.2, 0.2, 0.0], [-0.4, -0.3, 0.2], [-0.1, -0.4, -0.1], [-0.2, 0.2, 0.2], [-0.3, 0.0, -0.1], [0.2, 0.0, 0.3], [0.0, -0.2, 0.0], [-0.2, 0.1, -0.1], [0.3, -0.3, -0.3], [-0.2, 0.1, 0.2], [0.1, 0.0, -0.1], [-0.2, 0.0, 0.2], [0.3, 0.1, -0.3], [0.1, 0.0, 0.2], [0.0, 0.1, 0.0], [0.0, 0.1, 0.0], [0.0, -0.1, 0.0], [0.1, 0.1, 0.1], [0.0, 0.0, 0.1], [-0.1, 0.1, 0.2], [0.0, 0.1, 0.0], [0.1, 0.1, -0.2], [0.1, -0.2, 0.0], [0.0, 0.0, 0.1], [-0.2, 0.0, 0.1], [-0.1, 0.0, 0.0], [-0.1, -0.1, 0.0], [0.0, 0.1, 0.0], [0.0, -0.1, 0.1], [-0.1, 0.0, -0.1], [0.0, 0.2, 0.0], [-0.1, -0.3, -0.3], [0.0, 0.2, 0.2], [0.0, -0.1, -0.1], [-0.1, 0.2, 0.1], [0.3, -0.2, -0.3], [0.0, -0.1, 0.1], [0.2, 0.0, 0.0], [0.1, 0.0, 0.0], [-0.1, 0.0, 0.0], [0.1, -0.1, 0.1], [0.0, 0.0, 0.1], [0.0, 0.1, 0.2], [0.0, 0.1, 0.0], [0.2, -0.1, -0.1], [-0.1, -0.2, -0.1], [-0.1, 0.0, 0.1], [-0.1, 0.2, 0.1], [0.0, 0.1, 0.0], [-0.1, 0.1, -0.1], [0.1, 0.0, 0.0], [-0.1, 0.0, 0.0]],
  "mulliken_charge": [-1.379, -0.131, -0.830, -1.728, 0.839, 0.457, -2.065, -0.241, -0.251, 0.568, -0.757, -0.605, 0.562, -1.702, -0.273, -1.253, 0.050, 1.490, -0.689, 0.667, -1.842, 0.214, -0.558, -0.470, 0.021, 0.712, -1.600, 0.842, -1.647, -1.223, 0.487, -0.431, 0.781, -1.850, -0.187, 0.209, 0.413, -0.337, 0.321, 0.408, 0.301, 0.348, 0.123, 0.321, 0.538, 0.338, 0.631, 0.612, 0.373, 0.081, 0.488, 0.213, 0.248, 0.317, 0.447, 0.681, 0.589, 0.608, 0.063, 0.286, 0.361, 0.702, 0.313, 0.177, 0.508, -0.102, 0.269, 0.443, 0.384, 0.354, 0.228, 0.262, 0.432, 0.424, 0.328, 0.312, -0.638, -0.274, -0.647, -0.121, -0.460, -0.421, -0.371, -0.248, -0.635, 0.308, 0.269, 0.169, 0.244, 0.454, 0.219, 0.249, 0.232, 0.387, 0.469, 0.085, 0.182, 0.234, 0.319, -0.779, -0.217, -0.594, -0.387, -0.500, -0.395, -0.115, -0.239, -0.787, 0.306, 0.233, 0.318, 0.343, 0.439, 0.386, 0.187, 0.292, 0.202, 0.139, 0.337, 0.328, 0.245, 0.255],
  "homo_ev": -8.17,
  "spin_multiplicity": 1,
  "lumo_energy_ha": 0.0075,
  "charge": 0,
  "largest_force_ev_per_a": 2.02,
  "homo_lumo_gap_ev": 8.38
}

{
  "formula": "C6H8S",
  "method": "ωB97M-V/def2-TZVPD",
  "symbols": ["C", "C", "C", "C", "C", "C", "S", "H", "H", "H", "H", "H", "H", "H", "H"],
  "coordinates": [[-0.201599, 2.433780, 0.570708], [-0.053952, 1.036752, 0.065945], [-0.511139, -0.112773, 0.499312], [-0.152318, -1.453656, 1.124777], [-0.391872, -1.358248, -0.391520], [0.685765, -1.142500, -1.472795], [0.635283, 0.709553, -1.814653], [0.411290, 3.024592, 0.038887], [0.222877, 2.335101, 1.548380], [-1.175625, 2.910024, 0.562318], [0.758449, -1.575158, 1.671476], [-1.069109, -2.021690, 1.654182], [-1.346480, -1.874557, -0.586186], [1.597157, -1.361003, -0.994222], [0.591273, -1.550218, -2.476610]],
  "forces_ev_per_a": [[-0.4, -2.4, 1.2], [-0.7, 0.1, -3.0], [0.6, -2.7, -0.3], [-3.7, -0.5, 0.7], [0.1, 0.2, 0.7], [-1.4, 1.8, 0.6], [-0.9, 0.1, 2.0], [2.3, 2.3, -1.8], [-0.1, 0.6, 1.1], [-0.4, -0.6, 0.1], [0.6, 0.1, -0.1], [2.3, 1.2, -1.1], [0.5, 0.6, -0.5], [1.5, -0.3, 0.0], [-0.3, -0.6, 0.4]],
  "nbo_charge": [-0.663, 0.047, -0.124, -0.374, -0.250, -0.499, 0.053, 0.219, 0.230, 0.235, 0.230, 0.220, 0.226, 0.209, 0.241],
  "homo_ev": -7.88,
  "spin_multiplicity": 1,
  "lumo_energy_ha": 0.0283,
  "charge": 0,
  "largest_force_ev_per_a": 3.82,
  "homo_lumo_gap_ev": 8.65
}

{
  "formula": "C6H12O",
  "method": "ωB97M-V/def2-TZVPD",
  "symbols": ["C", "C", "C", "C", "C", "C", "H", "H", "H", "H", "H", "H", "H", "H", "H", "H", "O", "H", "H"],
  "coordinates": [[-1.713160, -2.250559, 1.619675], [-1.911566, -1.347302, 0.659202], [-0.803489, -1.028985, -0.260020], [-0.569861, 0.172447, -0.774068], [0.732609, 0.583110, -1.395535], [0.534175, 1.268655, -2.763568], [-0.759649, -2.754375, 1.603858], [-2.521500, -2.472916, 2.300777], [-2.679605, -0.629577, 0.654687], [-0.046353, -1.796398, -0.354322], [-1.210996, 0.994989, -0.463879], [1.328113, 1.239533, -0.764870], [1.277798, -0.344520, -1.579493], [-0.486265, 1.613097, -2.939516], [0.845924, 0.701763, -3.640787], [1.141608, 2.178397, -2.816020], [2.009556, 1.553253, 3.785620], [2.347912, 1.472080, 2.884351], [2.484746, 0.847307, 4.243917]],
  "forces_ev_per_a": [[-0.8, 0.4, -0.9], [2.0, -0.1, 0.0], [-0.1, 0.0, 0.3], [0.6, 0.6, 1.1], [-0.5, -0.8, -1.4], [0.3, 1.0, -0.2], [-0.1, -0.5, 0.3], [0.4, -0.1, 0.4], [-1.4, 0.4, 0.0], [0.1, -0.2, -0.3], [-0.4, 0.0, -0.4], [-0.1, -0.1, 0.3], [0.4, 0.1, 0.2], [-0.1, -0.2, 0.1], [-0.1, -0.4, 0.2], [0.0, 0.0, 0.0], [0.4, -0.3, -0.2], [-0.2, 0.2, 0.1], [-0.2, 0.2, 0.1]],
  "nbo_charge": [-0.386, -0.204, -0.220, -0.156, -0.439, -0.609, 0.193, 0.205, 0.200, 0.189, 0.188, 0.211, 0.204, 0.208, 0.211, 0.204, -0.931, 0.465, 0.466],
  "homo_ev": -8.67,
  "spin_multiplicity": 1,
  "lumo_energy_ha": 0.0271,
  "charge": 0,
  "largest_force_ev_per_a": 2.05,
  "homo_lumo_gap_ev": 9.41
}